Density functional theory data (ωB97M-V/def2-TZVPD) for a structure of composition C15H31EuNO3P2.

```
53
C15H31EuNO3P2 ωB97M-V/def2-TZVPD
P -2.599 -0.962 0.327
P 1.616 -2.044 -1.615
C -0.800 -0.511 0.044
C 0.074 -0.957 -1.221
H -0.255 -0.416 1.045
H -0.945 0.559 -0.218
H -0.630 -1.279 -2.002
H 0.532 -0.019 -1.577
C 2.685 -1.611 -0.106
H 3.092 -2.569 0.320
H 2.228 -0.949 0.711
H 3.507 -1.013 -0.542
C 2.540 -1.144 -2.941
H 3.188 -0.337 -2.564
H 1.826 -0.748 -3.686
H 3.179 -1.891 -3.436
C -3.093 -0.236 1.929
H -3.862 -0.882 2.383
H -3.550 0.766 1.838
H -2.246 -0.153 2.624
C -3.403 -0.268 -1.119
H -2.739 -0.292 -1.990
H -3.695 0.777 -0.953
H -4.317 -0.819 -1.352
Eu 0.632 -2.377 1.180
C 1.870 1.678 -0.571
C 2.283 1.374 0.669
C 2.197 2.340 1.792
C 0.794 3.019 2.000
C -0.364 2.242 1.495
C -0.948 2.519 0.334
C -0.254 3.261 -0.795
C 1.289 3.026 -0.934
C -2.846 -2.734 0.434
H 2.188 1.087 -1.429
H 2.982 0.559 0.845
H 2.928 3.154 1.631
H 2.497 1.858 2.731
H 0.680 3.220 3.075
H 0.811 3.986 1.476
H -0.791 1.520 2.205
H -2.050 2.411 0.183
H -0.410 4.347 -0.678
H -0.742 3.013 -1.751
H 1.550 3.241 -1.984
H 1.784 3.789 -0.328
H -2.266 -3.281 -0.320
H -3.900 -2.990 0.259
H -2.557 -3.125 1.423
O -0.288 -6.210 -0.025
N 0.065 -5.085 0.286
O 0.524 -4.764 1.467
O 0.013 -4.080 -0.568
```

Calculated values
⟨S²⟩   15.824
LUMO level (alpha / beta)   0.0050 / 0.0027 Ha
E   -2263.1183 a.u.
Total charge   0
Strongest force on any atom   2.614 eV/A
Highest occupied orbital energy (alpha / beta)   -3.599 / -3.891 eV
Gap between HOMO and LUMO (alpha / beta)   3.7 / 4.0 eV
Multiplicity   8